No. 1
Here is a molecular structure, C27H45BrN2O2P2V from OMol25. Energies are from ωB97M-V with the def2-TZVPD basis set.

Each line ends with the Löwdin charge.
Element x y z (Å)
N -5.66 3.84 -3.11  0.05
C -5.44 4.16 -1.83  -0.13
C -4.63 3.40 -0.98  -0.02
C -3.96 2.28 -1.50  -0.21
C -4.25 1.90 -2.85  -0.01
C -5.05 2.76 -3.61  -0.13
C -2.81 1.73 -0.81  -0.20
V -1.64 0.51 0.31  0.64
P 4.01 -0.58 0.66  1.19
C -1.75 1.10 -1.58  -0.29
C -0.37 1.54 -1.63  -0.24
C 0.37 1.00 -2.72  -0.02
C 1.68 1.46 -2.91  -0.15
C 2.13 2.61 -2.24  -0.77
C 1.35 3.19 -1.22  -0.10
C 0.22 2.51 -0.75  -0.02
Br 3.79 3.26 -2.63  0.84
H -2.62 2.15 0.23  0.11
H -2.04 0.42 -2.39  0.11
H -4.50 3.72 0.06  0.11
H -3.82 1.02 -3.32  0.10
H -5.95 5.06 -1.46  0.11
H -5.26 2.53 -4.67  0.11
H -0.04 0.23 -3.36  0.11
H -0.11 2.69 0.28  0.09
H 2.30 0.95 -3.64  0.11
H 1.66 4.13 -0.75  0.12
P -1.11 -1.72 -0.19  0.94
C 4.43 1.17 0.90  -0.35
C 5.86 1.48 0.45  -0.13
H 4.33 1.35 1.98  0.09
H 3.68 1.78 0.38  0.08
H 6.12 2.52 0.69  0.09
H 6.58 0.82 0.95  0.08
H 5.99 1.34 -0.63  0.07
C 3.50 -0.77 -1.06  -0.35
C 4.52 -1.62 -1.84  -0.11
H 3.36 0.22 -1.50  0.06
H 2.52 -1.25 -1.05  0.04
H 4.26 -1.68 -2.90  0.09
H 5.52 -1.17 -1.75  0.08
H 4.57 -2.63 -1.42  0.08
C 2.93 -1.11 1.99  -0.37
C 3.81 -1.67 3.12  -0.13
H 2.22 -1.85 1.59  0.07
H 2.36 -0.22 2.28  0.09
H 3.25 -2.36 3.76  0.08
H 4.66 -2.22 2.68  0.07
H 4.23 -0.86 3.72  0.08
C -0.95 -2.49 1.45  -0.40
C -1.28 -3.97 1.41  -0.14
H -1.65 -2.00 2.13  0.06
H 0.06 -2.28 1.82  0.06
H -2.36 -4.10 1.34  0.08
H -0.81 -4.48 0.56  0.07
H -0.95 -4.45 2.33  0.08
C 0.21 -2.50 -1.23  -0.36
C -0.07 -2.68 -2.71  -0.11
H 0.57 -3.45 -0.79  0.09
H 1.03 -1.79 -1.11  0.02
H -1.12 -2.90 -2.91  0.07
H 0.20 -1.77 -3.26  0.05
H 0.52 -3.50 -3.14  0.09
C -2.82 -2.15 -0.77  -0.35
C -3.95 -1.35 -0.11  -0.12
H -2.96 -3.23 -0.58  0.08
H -2.81 -2.00 -1.86  0.08
H -4.71 -1.15 -0.87  0.09
H -4.43 -1.95 0.67  0.09
H -3.64 -0.38 0.34  0.03
N -1.86 0.29 5.31  0.19
C -0.76 0.88 4.45  -0.03
C -1.19 0.63 3.03  -0.62
O -0.48 1.09 2.08  -0.08
O -2.24 -0.08 2.88  -0.05
H -2.69 0.16 4.69  0.16
H -2.06 0.84 6.14  0.18
H -1.54 -0.65 5.66  0.19
H -0.67 1.95 4.64  0.15
H 0.18 0.36 4.66  0.14

Properties
- E_LUMO (alpha / beta): -0.1958 / -0.3040 Eh
- Gap between HOMO and LUMO (alpha / beta): 6.700 / 3.066 eV
- 2S+1: 4
- Net charge: +2

No. 2
Here is a molecular structure, C10H36B2Cl2CrMgO10S3 from OMol25. Energies are from ωB97M-V with the def2-TZVPD basis set.

Each line ends with the Löwdin charge.
Element x y z (Å)
Cr -1.47 -2.36 0.74  1.10
Mg 0.04 1.15 2.44  -0.13
Cl 1.98 1.69 1.31  -0.02
Cl -1.64 2.50 3.07  0.07
B 0.40 -0.25 4.12  -0.42
H 0.91 0.73 3.88  -0.06
H 0.85 -1.21 3.63  -0.02
H 0.32 -0.36 5.27  -0.01
H -0.72 -0.17 3.97  -0.04
B -0.88 -0.13 1.05  -0.50
H -0.90 0.99 0.99  -0.04
H -1.77 -0.46 1.74  0.04
H -1.02 -0.66 0.04  0.01
H 0.04 -0.46 1.61  -0.05
O -1.18 -3.81 -3.44  -0.24
S -1.62 -2.56 -2.90  0.69
O -1.27 -2.34 -1.48  -0.39
O -0.96 -1.29 -3.65  -0.22
C 0.48 -1.29 -3.55  -0.25
C 1.02 -0.26 -2.57  -0.04
C -3.35 -2.23 -3.27  -0.09
H 0.92 -1.06 -4.52  0.13
H 0.91 -2.28 -3.37  0.11
H 0.66 0.76 -2.72  0.09
H 2.10 -0.20 -2.68  0.10
H 0.79 -0.57 -1.55  0.06
H -3.54 -2.41 -4.33  0.08
H -3.59 -1.19 -3.08  0.09
H -4.05 -2.80 -2.66  0.08
O -1.53 5.97 -0.65  -0.26
S -1.01 4.93 -1.48  0.60
O -1.61 4.49 -2.70  -0.29
O 0.51 5.30 -1.95  -0.27
C 1.37 6.14 -1.18  -0.27
C 2.63 5.35 -0.87  -0.07
C -0.58 3.48 -0.50  -0.12
H 0.93 6.41 -0.22  0.12
H 1.63 7.06 -1.71  0.12
H 2.99 4.95 -1.82  0.08
H 2.53 4.59 -0.10  0.05
H 3.41 5.99 -0.47  0.08
H 0.31 3.74 0.08  0.03
H -0.38 2.62 -1.13  0.06
H -1.40 3.30 0.19  0.03
O 2.32 -3.29 -1.16  -0.23
S 1.88 -3.26 0.20  0.69
O 0.52 -2.85 0.55  -0.39
O 2.15 -4.74 0.78  -0.21
C 1.57 -5.06 2.05  -0.28
C 1.81 -6.53 2.31  -0.06
C 2.98 -2.26 1.25  -0.05
H 0.50 -4.88 2.16  0.11
H 2.03 -4.51 2.88  0.13
H 1.52 -7.20 1.50  0.09
H 1.27 -6.82 3.21  0.09
H 2.88 -6.67 2.48  0.09
H 2.88 -1.18 1.08  0.06
H 4.00 -2.54 1.00  0.08
H 2.78 -2.54 2.28  0.06
C -4.24 2.34 0.45  -0.16
O -4.08 1.12 1.16  -0.17
H -3.73 2.22 -0.52  0.07
H -5.29 2.48 0.21  0.08
H -3.75 3.17 0.95  0.06
H -3.23 1.17 1.63  -0.03

Properties
- E_LUMO (alpha / beta): -0.1326 / -0.1044 Eh
- Gap between HOMO and LUMO (alpha / beta): 5.090 / 5.857 eV
- 2S+1: 5
- Relative energy (zero: lowest compared OMol25 entry of this formula, charge and spin): 63.80 kcal/mol

No. 3
Here is a molecular structure, C3H6N2O2 from OMol25. Energies are from ωB97M-V with the def2-TZVPD basis set.

Each line ends with the Löwdin charge.
Element x y z (Å)
N 1.28 -0.26 1.14  0.12
C 0.11 -0.65 0.27  -0.81
O -0.31 -1.83 0.39  -0.07
C -0.50 0.54 0.94  0.17
O -1.68 0.97 -0.63  0.00
C -0.92 0.49 -1.50  -0.27
N 0.22 -0.13 -1.17  0.14
H 1.57 -1.08 1.67  0.10
H 2.04 0.26 0.72  0.09
H -0.09 1.53 0.79  0.11
H -1.14 0.37 1.80  0.12
H -1.18 0.59 -2.56  0.15
H 0.60 -0.78 -1.86  0.14

Properties
- E_LUMO: 0.0249 Eh
- Gap between HOMO and LUMO: 9.326 eV
- 2S+1: 1
- Relative energy (zero: lowest compared OMol25 entry of this formula, charge and spin): 96.61 kcal/mol

No. 4
Here is a molecular structure, C69H75BrGeN2O2P2SiTa from OMol25. Energies are from ωB97M-V with the def2-TZVPD basis set.

Each line ends with the Löwdin charge.
Element x y z (Å)
Ta -0.18 -0.10 -0.35  1.61
C 2.78 -1.23 2.24  -0.16
Si 1.88 0.22 1.46  0.57
C 3.37 1.10 0.71  -0.32
C 4.27 1.74 1.57  -0.08
C 5.53 2.13 1.15  -0.06
C 5.93 1.85 -0.16  -0.06
C 5.04 1.25 -1.03  -0.06
C 3.75 0.91 -0.61  -0.38
P 2.46 0.46 -1.83  1.11
C 2.26 2.14 -2.58  -0.37
C 1.99 2.30 -3.94  -0.13
C 1.81 3.56 -4.48  -0.06
C 1.89 4.69 -3.68  -0.06
C 2.11 4.54 -2.31  -0.05
C 2.29 3.27 -1.77  -0.08
C 3.41 -0.52 -3.05  -0.35
C 3.37 -1.90 -2.90  -0.11
C 4.12 -2.73 -3.73  -0.08
C 4.90 -2.17 -4.73  -0.06
C 4.94 -0.79 -4.89  -0.06
C 4.20 0.03 -4.06  -0.10
C 1.43 1.29 2.94  -0.31
C 2.13 1.14 4.15  -0.13
C 1.94 2.04 5.19  -0.06
C 1.06 3.11 5.04  -0.05
C 0.34 3.24 3.87  -0.07
C 0.52 2.33 2.83  -0.39
P -0.55 2.43 1.35  1.07
C -0.22 4.13 0.77  -0.33
C -1.15 4.85 0.02  -0.08
C -0.86 6.14 -0.41  -0.05
C 0.37 6.71 -0.12  -0.08
C 1.32 5.98 0.58  -0.09
C 1.04 4.69 1.01  -0.10
C -2.14 2.42 2.26  -0.37
C -2.97 3.51 2.45  -0.10
C -4.12 3.38 3.23  -0.07
C -4.45 2.15 3.79  -0.08
C -3.62 1.05 3.59  -0.05
C -2.47 1.19 2.84  -0.10
H 3.73 -0.84 2.64  0.05
H 3.04 -1.99 1.50  0.03
H 2.22 -1.70 3.04  0.03
H 3.99 1.93 2.60  0.10
H 6.21 2.64 1.83  0.11
H 6.93 2.11 -0.49  0.11
H 5.35 1.07 -2.05  0.10
H 1.90 1.43 -4.57  0.06
H 1.61 3.67 -5.55  0.11
H 1.78 5.68 -4.10  0.11
H 2.14 5.41 -1.67  0.09
H 2.45 3.18 -0.70  0.09
H 2.76 -2.34 -2.13  0.07
H 4.09 -3.80 -3.59  0.10
H 5.48 -2.81 -5.39  0.11
H 5.56 -0.35 -5.67  0.11
H 4.27 1.10 -4.19  0.10
H 2.83 0.33 4.28  0.10
H 2.50 1.92 6.11  0.12
H 0.93 3.82 5.85  0.11
H -0.37 4.06 3.77  0.12
H -2.10 4.40 -0.24  0.07
H -1.60 6.70 -0.97  0.11
H 0.59 7.72 -0.44  0.11
H 2.30 6.41 0.79  0.12
H 1.79 4.14 1.57  0.11
H -2.73 4.47 2.02  0.11
H -4.76 4.24 3.39  0.11
H -5.35 2.06 4.39  0.11
H -3.87 0.09 4.03  0.11
H -1.81 0.34 2.71  0.08
C -1.93 -2.65 5.17  -0.05
C -0.72 -1.97 4.52  -0.37
C 0.03 -1.12 5.56  -0.04
C 0.20 -2.99 3.86  -0.15
C 0.87 -3.90 4.68  -0.03
C 1.72 -4.85 4.16  -0.05
C 1.90 -4.91 2.79  -0.03
C 1.26 -4.03 1.93  -0.16
C 1.42 -4.24 0.43  -0.35
C 2.87 -4.26 -0.05  -0.05
C 0.71 -5.54 0.03  -0.04
C 0.41 -3.06 2.47  -0.20
N -0.28 -2.11 1.64  0.05
C -1.53 -2.35 1.57  -0.16
C -2.54 -1.57 0.96  -0.37
C -3.86 -1.97 1.01  -0.02
C -4.60 -0.95 0.44  -0.04
C -3.72 0.07 0.06  -0.21
N -2.42 -0.33 0.34  0.00
C -4.32 1.38 -0.47  -0.48
C -3.40 2.61 -0.43  -0.08
C -5.54 1.71 0.41  -0.04
C -4.83 1.16 -1.91  -0.03
H -2.59 -1.90 5.62  0.08
H -1.62 -3.34 5.95  0.08
H -2.51 -3.21 4.43  0.07
H -1.09 -1.28 3.77  0.09
H 0.36 -1.73 6.41  0.08
H -0.62 -0.33 5.94  0.09
H 0.91 -0.65 5.11  0.05
H 0.71 -3.85 5.76  0.11
H 2.22 -5.55 4.81  0.11
H 2.55 -5.68 2.37  0.12
H 0.90 -3.43 -0.06  0.09
H 2.94 -4.76 -1.02  0.08
H 3.53 -4.79 0.64  0.08
H 3.28 -3.25 -0.18  0.05
H 1.19 -6.40 0.51  0.09
H 0.76 -5.69 -1.05  0.07
H -0.34 -5.54 0.33  0.08
H -1.92 -3.27 2.02  0.15
H -4.23 -2.89 1.44  0.12
H -5.68 -0.92 0.33  0.11
H -2.43 2.36 -0.02  -0.02
H -3.84 3.38 0.21  0.08
H -3.27 3.04 -1.42  0.09
H -5.26 1.74 1.47  0.07
H -6.34 0.98 0.29  0.08
H -5.93 2.69 0.13  0.10
H -4.00 1.18 -2.62  0.04
H -5.52 1.96 -2.18  0.10
H -5.35 0.21 -2.01  0.09
Br 1.02 -4.56 -4.49  0.85
C -0.52 -4.67 -3.42  -0.60
C -1.29 -5.82 -3.57  -0.12
C -2.43 -6.00 -2.80  -0.05
C -2.80 -5.05 -1.87  -0.05
C -2.03 -3.92 -1.70  -0.02
C -0.89 -3.70 -2.48  -0.18
C -0.16 -2.43 -2.24  -0.53
O 0.52 -1.85 -3.04  0.00
O -0.36 -1.90 -1.00  -0.29
H -0.98 -6.57 -4.28  0.10
H -3.03 -6.89 -2.94  0.12
H -3.70 -5.19 -1.27  0.11
H -2.32 -3.17 -0.98  0.10
C 0.16 0.11 -5.26  -0.21
Ge -1.10 0.57 -3.84  0.79
C -2.43 -0.88 -3.69  -0.19
C -2.07 2.12 -4.57  -0.21
C -0.60 1.28 -2.02  -0.43
H -0.36 -0.62 -5.89  0.04
H 1.10 -0.34 -4.92  0.00
H 0.36 1.00 -5.86  0.02
H -3.32 -0.57 -4.24  0.03
H -2.72 -1.10 -2.66  0.01
H -2.05 -1.79 -4.15  0.03
H -2.47 1.87 -5.55  0.03
H -1.39 2.97 -4.69  0.02
H -2.90 2.43 -3.92  0.00
H -1.52 1.79 -1.78  -0.04
H 0.15 2.05 -2.17  -0.04

Properties
- E_LUMO: -0.1327 Eh
- Gap between HOMO and LUMO: 6.439 eV
- 2S+1: 1
- Relative energy (zero: lowest compared OMol25 entry of this formula, charge and spin): 15.81 kcal/mol
- Net charge: +1

No. 5
Here is a molecular structure, C4H8AgLiO3 from OMol25. Energies are from ωB97M-V with the def2-TZVPD basis set.

Each line ends with the Löwdin charge.
Element x y z (Å)
C -1.23 0.13 1.40  -0.24
C -1.17 0.06 -0.13  -0.18
C 0.25 -0.01 -0.65  -0.14
C 1.08 1.20 -0.46  -0.19
O 2.28 1.23 -0.71  -0.02
O -2.52 0.15 1.88  -0.16
Ag -4.29 0.44 1.50  1.02
Li 3.54 -0.13 -1.09  0.83
H -0.68 1.04 1.73  0.17
H -0.67 -0.73 1.81  0.17
H -1.68 0.93 -0.56  0.14
H -1.71 -0.84 -0.46  0.13
H 0.28 -0.21 -1.74  0.15
H 0.59 2.08 0.00  0.16
O 2.52 -1.77 -0.70  -0.06
H 2.40 -2.48 -1.36  0.07
H 0.98 -1.10 -0.45  0.18

Properties
- E_LUMO (alpha / beta): -0.2987 / -0.3937 Eh
- Gap between HOMO and LUMO (alpha / beta): 10.094 / 7.500 eV
- 2S+1: 3
- Relative energy (zero: lowest compared OMol25 entry of this formula, charge and spin): 49.21 kcal/mol
- Net charge: +2

Computed M (g mol⁻¹) in order:
622.465, 581.420, 102.093, 1387.867, 218.914
Computed largest force on an atom (Eh/bohr) in order:
0.042, 0.056, 0.012, 0.034, 0.105